Computed, not measured: an isolated molecule of C5H6N2 at a distorted geometry, with wB97M-V/def2-TZVPD.

Structure (XYZ):
```
13
Properties=species:S:1:pos:R:3:forces:R:3:lowdin_charge:R:1
N 1.19504 1.90338 0.90965 2.1 2.3 3.0 0.1628
N -0.70725 0.32292 0.75277 3.0 -2.2 -2.5 0.1455
C -0.60390 -0.75560 -0.10680 -3.4 4.4 5.3 -0.4272
C -1.68181 -1.72947 -0.05836 -4.8 -2.4 -2.2 -0.0889
C 1.22121 0.35539 -0.89887 0.3 1.6 2.5 0.0432
C 0.54172 1.02635 0.38928 -2.0 -3.3 -3.5 -0.4525
C 0.38970 -0.68737 -1.05615 3.6 -3.6 -3.7 -0.1281
H -2.78279 -1.21499 0.12352 3.1 -0.9 -0.1 0.1285
H -1.73705 -2.68907 0.65130 0.9 2.3 -1.6 0.1162
H 0.46569 -1.71084 -1.65488 0.3 2.6 0.7 0.1506
H 2.32997 0.79280 -1.03730 -3.0 -1.5 -0.6 0.1575
H -1.82507 -2.08384 -1.22286 0.4 0.3 2.9 0.1155
H 0.93316 2.06608 1.88865 -0.5 0.5 -0.4 0.0769
```
Positions in Å, forces in eV/Å.

Calculated values
Calculated total energy = -303.5057 Ha
Orbital gap = 0.3270 hartree
HOMO = -9.6314 eV
Relative energy (zero: lowest compared OMol25 entry of this formula, charge and spin) = 342.39 kJ/mol
Lowest unoccupied orbital energy = -0.734 eV
Charge = 0
SMILES string = [H]/N=C1/C=CC(C)=N1



Computed, not measured: an isolated molecule of C5H6N2 at a distorted geometry, with wB97M-V/def2-TZVPD.

Structure (XYZ):
```
13
Properties=species:S:1:pos:R:3:forces:R:3:lowdin_charge:R:1
N -0.68551 -1.51715 2.41480 0.1 1.0 -0.8 0.1662
N -0.76926 0.73539 -0.37033 0.4 0.9 0.2 -0.0746
C 0.71221 0.79152 -0.08805 -0.8 0.4 0.3 -0.2636
C -0.37649 0.64601 0.99167 0.4 0.0 0.4 -0.2269
C -0.53548 -0.59064 1.73699 -0.1 -0.8 0.7 -0.1795
C 1.43712 -0.29152 -0.64767 1.0 -0.1 -0.2 0.0546
C -1.13882 -0.42756 -0.93437 -0.9 -0.8 -0.7 -0.0115
H -1.88323 -1.03652 -0.43034 0.1 0.1 0.0 0.0802
H 2.50733 -0.31297 -0.45439 -0.2 -0.1 0.0 0.0563
H -1.03799 -0.50967 -2.01110 0.1 0.0 0.1 0.0786
H -0.52951 1.54324 1.58258 -0.1 -0.1 0.0 0.1449
H 1.12869 -0.76499 -1.56370 -0.1 0.0 0.1 0.0366
H 1.17430 1.77948 0.00167 -0.1 -0.2 -0.2 0.1386
```
Positions in Å, forces in eV/Å.

Calculated values
Calculated total energy = -303.4487 Ha
Orbital gap (alpha / beta) = 0.3223 / 0.2741 hartree
HOMO (alpha / beta) = -8.5722 / -7.8352 eV
Relative energy (zero: lowest compared OMol25 entry of this formula, charge and spin) = 492.02 kJ/mol
Lowest unoccupied orbital energy (alpha / beta) = 0.199 / -0.376 eV
Charge = 0



Computed, not measured: an isolated molecule of C5H6N2 at a distorted geometry, with wB97M-V/def2-TZVPD.

Structure (XYZ):
```
13
Properties=species:S:1:pos:R:3:forces:R:3:lowdin_charge:R:1
N 0.52290 1.93465 -0.02009 0.6 0.1 0.7 0.1675
N -0.55955 -1.44062 -0.33331 0.3 0.2 2.2 0.1070
C 0.34568 -0.58351 -0.06921 1.0 1.5 -2.0 -0.2787
C 1.79171 -0.86114 0.02230 0.2 -0.1 0.0 -0.0361
C -0.22760 0.93276 -0.11548 0.6 -2.1 1.1 -0.3181
C -1.63604 0.63986 -0.04444 -0.8 -0.9 0.5 -0.0512
C -1.72574 -0.71547 0.02618 -1.5 1.1 -1.8 -0.1045
H 0.06126 2.80963 0.22672 -0.3 0.0 -0.7 0.0647
H 2.24606 -0.24868 0.80000 0.0 0.1 -0.1 0.0800
H -2.43399 1.35821 0.00886 -0.1 0.0 0.2 0.0966
H 1.96114 -1.91138 0.24975 0.0 0.0 -0.1 0.0792
H 2.27403 -0.61354 -0.92380 0.1 0.1 0.0 0.0895
H -2.61986 -1.30078 0.17253 -0.2 0.1 0.1 0.1041
```
Positions in Å, forces in eV/Å.

Calculated values
Calculated total energy = -303.5651 Ha
Orbital gap = 0.3180 hartree
HOMO = -9.0844 eV
Relative energy (zero: lowest compared OMol25 entry of this formula, charge and spin) = 186.45 kJ/mol
Lowest unoccupied orbital energy = -0.431 eV
Charge = 0
SMILES string = [H]/N=C1\C=CN=C1C



Computed, not measured: a structure of composition C5H6N2, with wB97M-V/def2-TZVPD.

Structure (XYZ):
```
13
Properties=species:S:1:pos:R:3:forces:R:3:lowdin_charge:R:1
N -0.01335 -0.42636 0.22755 0.1 0.2 0.0 -0.0819
N 1.40290 1.29934 0.27594 -0.2 -0.1 0.0 0.0962
C -1.83190 0.91243 0.07516 0.0 -0.1 -0.2 0.0627
C -1.44905 -0.58637 0.02119 -0.1 -0.1 0.0 -0.1941
C 2.05911 0.13559 -0.07194 0.1 -0.1 0.0 -0.1394
C 1.20033 -0.93738 -0.15455 0.0 0.0 0.0 -0.0519
C 0.17945 0.88997 0.45328 0.1 -0.1 -0.1 -0.2708
H -0.81003 1.44501 0.86683 0.0 0.0 0.0 0.1004
H -1.90285 -1.18814 0.81359 0.1 0.1 -0.1 0.1069
H -1.66156 -1.04219 -0.95143 0.0 0.1 0.1 0.1212
H -1.66104 1.33955 -0.92561 0.0 -0.1 0.1 0.0407
H 3.13084 0.13349 -0.22105 -0.2 0.0 0.0 0.0982
H 1.35715 -1.97493 -0.40896 0.0 0.2 0.0 0.1117
```
Positions in Å, forces in eV/Å.

Calculated values
Calculated total energy = -303.4526 Ha
Orbital gap = 0.3286 hartree
HOMO = -8.7673 eV
Relative energy (zero: lowest compared OMol25 entry of this formula, charge and spin) = 481.80 kJ/mol
Lowest unoccupied orbital energy = 0.174 eV
Charge = 0



Computed, not measured: an isolated molecule of C5H6N2 at a distorted geometry, with wB97M-V/def2-TZVPD.

Structure (XYZ):
```
13
Properties=species:S:1:pos:R:3:forces:R:3:lowdin_charge:R:1
N -0.23550 0.86550 -0.80137 -0.5 1.0 -0.2 -0.0468
N 2.58413 -0.48383 1.20930 -0.4 0.6 -0.5 0.1443
C -0.97006 0.82194 0.47739 -0.1 0.2 0.2 -0.1484
C 1.14411 0.45014 -0.72325 -0.4 -0.8 0.2 -0.1992
C -0.97890 -0.72426 0.47083 0.6 0.0 0.0 -0.0886
C -0.12391 -0.57190 -0.83144 0.8 0.1 -0.4 -0.1428
C 1.93672 0.03198 0.39886 0.2 -0.2 1.2 -0.2265
H -0.51203 -1.20551 1.33116 0.1 0.0 -0.1 0.0973
H -1.98633 -1.16593 0.34340 0.7 0.2 -0.4 0.1124
H 1.73690 1.03010 -1.46428 -0.4 -1.4 -0.1 0.1486
H -0.42425 1.28208 1.30414 -0.1 0.0 -0.1 0.1157
H -1.92204 1.32968 0.31383 0.0 -0.3 0.3 0.1106
H -0.12754 -1.25806 -1.67149 -0.4 0.5 -0.3 0.1233
```
Positions in Å, forces in eV/Å.

Calculated values
Calculated total energy = -303.5095 Ha
Orbital gap = 0.3770 hartree
HOMO = -9.3478 eV
Relative energy (zero: lowest compared OMol25 entry of this formula, charge and spin) = 332.42 kJ/mol
Lowest unoccupied orbital energy = 0.911 eV
Charge = 0
SMILES string = N#C[C@H]1[C@H]2CCN21



Computed, not measured: a cluster of 2 separate species, C5H6N2 in total at a distorted geometry, with wB97M-V/def2-TZVPD.

Structure (XYZ):
```
13
Properties=species:S:1:pos:R:3:forces:R:3:lowdin_charge:R:1
N -0.54533 -1.93495 0.84128 -0.3 -4.3 -1.7 -0.0047
N -0.48867 1.20237 0.79853 -1.3 0.0 0.2 -0.0554
C -0.17083 -2.30658 2.08707 1.5 1.1 2.5 -0.3159
C 0.21437 0.79931 -0.30560 2.6 -2.4 -2.3 -0.1982
C -1.39471 1.36188 1.54253 1.0 0.1 -0.5 0.0890
C 1.13802 -0.24174 -0.27373 -2.0 4.2 -1.1 0.0254
C 0.30289 -2.46199 3.21512 -1.4 -0.2 -2.4 0.0768
H -0.03241 1.12630 -1.34596 -0.2 0.6 1.4 0.1302
H 1.17339 -0.70719 0.64499 2.1 -0.6 1.8 0.0244
H -0.07125 -1.14242 0.35580 -1.5 -1.6 0.9 -0.0254
H -0.37235 -2.88417 0.26337 -0.8 3.1 1.0 0.1657
H 0.42919 -2.82537 4.20608 0.1 0.2 0.1 0.0025
H 1.62600 -0.61171 -1.15937 0.0 0.0 0.0 0.0855
```
Positions in Å, forces in eV/Å.

Calculated values
Calculated total energy = -303.4208 Ha
Orbital gap = 0.3169 hartree
HOMO = -8.6544 eV
Relative energy (zero: lowest compared OMol25 entry of this formula, charge and spin) = 565.09 kJ/mol
Lowest unoccupied orbital energy = -0.032 eV
Charge = 0



Computed, not measured: an isolated molecule of C5H6N2 at a distorted geometry, with wB97M-V/def2-TZVPD.

Structure (XYZ):
```
13
Properties=species:S:1:pos:R:3:forces:R:3:lowdin_charge:R:1
N -1.66335 -1.70894 -0.33406 -0.5 -2.7 -0.3 0.2307
N -1.02450 -0.64487 -0.12269 1.9 2.6 0.0 -0.2333
C 0.46435 1.03017 0.16507 -0.6 1.6 -1.5 -0.0763
C 1.54332 -1.25012 -0.00113 -0.7 0.1 -2.1 -0.0417
C -1.71373 0.54136 -0.04159 -2.3 2.1 0.1 -0.1313
C -0.83835 1.56644 0.00230 -0.2 2.3 1.0 -0.1137
C 0.37645 -0.28376 -0.13449 1.1 -1.8 1.9 -0.2569
H -2.81428 0.66260 0.08482 1.1 -0.8 -0.6 0.1301
H 1.73790 -1.53924 1.01105 0.2 0.2 0.7 0.0574
H 2.39096 -0.63739 -0.46048 -0.8 -1.5 0.6 0.1024
H 1.30074 -2.22578 -0.51851 0.7 1.2 0.1 0.0855
H -0.98977 2.69724 0.00317 -0.4 -2.0 0.2 0.1271
H 1.23025 1.79230 0.34654 0.5 -1.3 -0.2 0.1200
```
Positions in Å, forces in eV/Å.

Calculated values
Calculated total energy = -303.4726 Ha
2S+1 = 3
Orbital gap (alpha / beta) = 0.3325 / 0.2980 hartree
HOMO (alpha / beta) = -7.9498 / -8.6027 eV
Relative energy (zero: lowest compared OMol25 entry of this formula, charge and spin) = 0.00 kJ/mol
Lowest unoccupied orbital energy (alpha / beta) = 1.097 / -0.494 eV
Charge = 0



Computed, not measured: an isolated molecule of C5H6N2O at a distorted geometry, with wB97M-V/def2-TZVPD.

Structure (XYZ):
```
14
Properties=species:S:1:pos:R:3:forces:R:3:lowdin_charge:R:1
O 2.74302 0.32344 0.54137 -0.3 -0.2 0.3 0.1249
N -0.05140 0.96565 -1.36808 -0.1 1.2 0.3 0.0038
N -1.29910 0.40040 -1.46551 0.0 0.1 -3.7 -0.0290
C -0.56719 -0.11141 0.64510 -0.9 -3.0 -1.7 -0.2079
C 0.34371 0.92647 0.08300 -0.8 1.4 -0.7 -0.2128
C 1.57478 0.09282 0.47588 -0.6 -0.4 -0.9 -0.3179
C 0.60845 -1.12180 0.64852 1.6 -1.9 2.7 -0.0586
C -1.60765 -0.38149 -0.55682 0.2 -1.1 3.1 -0.1073
H -0.97615 0.13129 1.61783 -0.2 -0.3 0.0 0.1322
H -0.01390 1.85713 -1.93061 0.1 -1.3 1.4 0.1471
H -2.38117 -1.23135 -0.68310 1.1 2.0 0.5 0.1352
H 0.74949 -1.82645 1.56331 -0.1 1.5 -1.1 0.1365
H 0.77325 -1.85898 -0.15009 -0.6 0.6 -0.4 0.1207
H 0.10385 1.83429 0.57921 0.7 1.4 0.2 0.1331
```
Positions in Å, forces in eV/Å.

Calculated values
Calculated total energy = -378.7659 Ha
Orbital gap = 0.3586 hartree
HOMO = -8.9798 eV
Relative energy (zero: lowest compared OMol25 entry of this formula, charge and spin) = 275.66 kJ/mol
Lowest unoccupied orbital energy = 0.777 eV
Charge = 0
SMILES string = O=C1C[C@@H]2C=NN[C@H]12



Computed, not measured: an isolated molecule of C5H6N2O at a distorted geometry, with wB97M-V/def2-TZVPD.

Structure (XYZ):
```
14
Properties=species:S:1:pos:R:3:forces:R:3:lowdin_charge:R:1
O -1.80674 -1.37426 -0.66510 -0.9 -2.7 -0.8 0.1241
N 0.95991 -1.13937 0.18890 -2.3 -4.9 2.1 0.0681
N 0.72243 1.00685 -0.49379 2.6 -3.1 1.0 0.1212
C -2.19023 0.80967 0.32174 -6.0 -10.2 -7.7 0.0358
C 2.11992 0.58891 -0.38017 -0.2 1.5 0.4 -0.0783
C -1.34158 -0.41164 -0.18679 0.2 4.7 1.7 -0.3669
C 2.24081 -0.73106 0.11650 -13.4 12.1 -4.0 -0.0643
C 0.12969 -0.14170 -0.12815 -0.5 1.0 -0.7 -0.3453
H -1.90052 1.58582 -0.13364 2.3 5.8 -5.0 -0.0043
H -1.99153 1.16781 1.13419 1.5 2.5 10.3 -0.0209
H 2.94620 1.38894 -0.57727 -1.7 -1.9 0.3 0.1226
H 2.93848 -1.19828 0.23848 13.6 -9.4 2.7 -0.0309
H -3.33693 0.60929 -0.03233 2.8 0.5 1.6 0.1636
H 0.51010 -2.16099 0.59744 2.0 4.0 -1.8 0.2754
```
Positions in Å, forces in eV/Å.

Calculated values
Calculated total energy = -378.7198 Ha
Orbital gap = 0.3581 hartree
HOMO = -9.1390 eV
Relative energy (zero: lowest compared OMol25 entry of this formula, charge and spin) = 396.71 kJ/mol
Lowest unoccupied orbital energy = 0.605 eV
Charge = 0
SMILES string = CC(=O)c1ncc[nH]1



Computed, not measured: an isolated molecule of C5H6N2O at a distorted geometry, with wB97M-V/def2-TZVPD.

Structure (XYZ):
```
14
Properties=species:S:1:pos:R:3:forces:R:3:lowdin_charge:R:1
O -2.38075 0.67275 0.49242 -0.7 0.9 0.7 0.0876
N 3.30658 -1.47678 0.70548 -0.3 0.9 -0.3 0.1502
N -2.24183 -1.43659 -0.24556 -5.5 0.2 0.8 0.1628
C -0.30440 -0.16201 -0.28112 4.6 0.9 -2.6 -0.0317
C -1.73905 -0.23776 0.05722 1.6 -0.7 -0.9 -0.6150
C 0.58251 0.57730 0.42710 0.2 -0.8 -0.1 -0.0340
C 2.83133 -0.43673 0.54007 0.9 -2.4 1.2 -0.2655
C 2.17399 0.81876 0.42076 -3.3 -0.5 3.0 -0.1315
H 2.55112 1.16292 -0.44117 0.9 2.1 -3.3 0.0643
H -2.00808 -2.31955 -0.53061 2.6 -1.8 -0.9 0.0718
H 2.44421 1.49973 1.29052 -0.4 -0.9 -1.2 0.1474
H 0.14804 -0.59373 -1.31423 -1.6 0.5 2.5 0.1647
H -3.27815 -1.54399 -0.11645 1.3 0.9 0.2 0.1423
H 0.15833 0.96033 1.31535 -0.4 0.7 0.9 0.0867
```
Positions in Å, forces in eV/Å.

Calculated values
Calculated total energy = -378.8135 Ha
Orbital gap = 0.3970 hartree
HOMO = -10.1910 eV
Relative energy (zero: lowest compared OMol25 entry of this formula, charge and spin) = 150.69 kJ/mol
Lowest unoccupied orbital energy = 0.613 eV
Charge = 0
SMILES string = N#CC/C=C/C(N)=O